# 1
Entry from OMol25: one molecule with the formula C26H30N6O3 at a distorted geometry (ωB97M-V with the def2-TZVPD basis set).

Last column: natural (NBO) charge in e.
CARTESIAN COORDINATES (ANGSTROEM)
O  4.39140  -1.56636  0.13552  -0.545
O  -1.80553  -1.81403  -0.96937  -0.515
O  -0.23962  2.05056  1.84347  -0.645
N  4.45820  3.02528  -0.55340  -0.061
N  4.62717  1.31451  0.65791  -0.205
N  -2.41295  1.73224  1.42094  -0.582
N  3.22540  2.56718  -0.38997  -0.327
N  1.37053  0.19135  -0.25628  -0.433
N  5.30050  2.30428  0.05693  -0.086
C  -0.42177  -1.22347  0.84722  -0.009
C  -4.79077  1.43871  1.13446  -0.247
C  -1.91332  1.12685  -1.18306  -0.124
C  0.55301  1.22242  -0.86961  -0.256
C  -6.82695  0.61098  -1.94312  -0.626
C  6.33657  -0.56333  -0.80757  -0.446
C  -2.76933  -1.64762  1.25243  -0.315
C  -1.69825  -1.57049  0.37164  0.293
C  -3.48962  1.44796  0.62998  0.266
C  -1.32709  -1.09274  3.08518  -0.245
C  -3.01891  -2.31940  -1.46822  -0.253
C  -3.26487  1.16973  -0.72938  -0.141
C  3.31170  1.49130  0.36221  0.364
C  -1.09252  1.73096  1.03016  0.645
C  0.74663  -1.10942  -0.11360  -0.264
C  -2.58392  -1.39627  2.60167  -0.193
C  4.29102  -1.67396  -1.27603  -0.067
C  5.22410  -0.61431  -1.85549  -0.433
C  2.20160  0.63144  0.85105  -0.304
C  -4.36254  0.90593  -1.55766  -0.175
C  -5.64936  0.89851  -1.06156  -0.039
C  5.60974  -0.93697  0.49500  0.098
C  -5.84800  1.16345  0.29857  -0.189
C  -0.25775  -1.02025  2.20821  -0.200
C  5.30950  0.28857  1.38505  -0.236
C  -0.86140  1.35048  -0.36078  -0.109
H  6.20289  -1.63575  1.10232  0.184
H  4.69835  -0.02415  2.23447  0.221
H  -3.43027  -1.45236  3.27067  0.211
H  -3.75711  -1.89577  0.89711  0.223
H  -6.85356  1.15423  0.69316  0.213
H  0.50538  1.00527  -1.94361  0.195
H  -1.73884  0.87434  -2.22000  0.215
H  1.63371  1.21033  1.59613  0.256
H  4.60644  -2.68131  -1.58310  0.162
H  -3.29161  -3.26022  -0.97918  0.180
H  0.72307  -0.79599  2.59479  0.213
H  1.52926  -1.80866  0.20003  0.215
H  0.39857  -1.40302  -1.10725  0.221
H  -4.95652  1.64729  2.18135  0.212
H  -1.17370  -0.91515  4.13867  0.215
H  6.24898  0.71294  1.74536  0.234
H  -3.83587  -1.59908  -1.35628  0.185
H  5.58920  -0.88449  -2.84315  0.221
H  -7.38733  -0.24323  -1.56461  0.217
H  -7.50110  1.46636  -1.96366  0.220
H  -2.57467  1.96203  2.39442  0.415
H  4.71177  0.34457  -1.92806  0.216
H  1.08254  2.16927  -0.73623  0.261
H  3.24582  -1.52191  -1.54803  0.203
H  7.10480  -1.30347  -1.03113  0.213
H  -4.18294  0.70593  -2.60473  0.211
H  -6.50954  0.39623  -2.96018  0.214
H  -2.84444  -2.50319  -2.52768  0.198
H  6.79981  0.41928  -0.74212  0.239
H  2.63434  -0.25439  1.31801  0.224

The value obtained for the HOMO energy is -8.1044 eV. Its charge is 0. The total energy is -1563.0076 hartree. The calculation puts the maximum force at 1.45 eV/Å. The calculation puts the energy above the lowest of the compared OMol25 structures with the same formula, charge and spin at 50.0 kcal/mol. The calculation puts the LUMO energy at 0.3 eV.

---

# 2
Entry from OMol25: C3H5LiO4Pt as an isolated structure at a distorted geometry (ωB97M-V with the def2-TZVPD basis set).

Last column: natural (NBO) charge in e.
CARTESIAN COORDINATES (ANGSTROEM)
Pt  1.63111  1.76884  -1.34507  0.545
O  -0.69889  0.99295  -1.67733  -0.547
O  -0.72419  -0.12977  0.22070  -0.614
O  -2.54774  -0.11278  -0.75377  -0.716
O  1.73729  1.31968  0.29818  -0.748
C  0.47777  -0.92609  0.14676  -0.288
C  1.55454  0.26887  1.06968  0.012
C  -1.30056  0.34282  -0.85940  0.998
Li  -1.97325  -1.47439  1.39334  0.988
H  0.99715  -0.72931  -0.80214  0.221
H  2.44023  -0.38959  1.16763  0.197
H  1.02236  0.48341  2.01747  0.183
H  0.57638  -2.01210  -0.00276  0.237
H  -3.19218  0.59745  -0.87328  0.531

The value obtained for the HOMO energy (alpha / beta) is -9.4382 / -12.5055 eV. Its charge is +1. The total energy is -544.6110 hartree. As for the expectation value of S²: 3.756. The calculation puts the maximum force at 9.97 eV/Å. The calculation puts the LUMO energy (alpha / beta) at -5.0 / -5.0 eV. Its spin multiplicity is 4.

---

# 3
Entry from OMol25: C33H27CrFNO2S3SeTe as an isolated structure (ωB97M-V with the def2-TZVPD basis set).

Last column: natural (NBO) charge in e.
CARTESIAN COORDINATES (ANGSTROEM)
Te  2.69335  0.34647  0.24118  -0.147
Se  0.73867  3.50778  1.22640  -0.265
Cr  0.08681  0.95416  0.89294  0.772
S  -3.59043  -0.98449  2.76755  0.470
S  0.16994  -1.84416  3.66804  0.543
S  -2.33849  -4.26943  0.06630  0.379
F  1.25563  4.16189  -5.10240  -0.359
O  -0.26413  -1.00392  1.12859  -0.833
O  -0.74256  1.28090  2.76331  -0.657
N  3.83366  5.82374  -1.50968  -0.490
C  -2.72577  2.29370  1.83491  -0.743
C  3.35755  6.31229  -0.36107  0.009
C  2.51117  -4.01834  0.78041  -0.212
C  -1.42873  1.56984  1.76939  0.413
C  -1.67850  -4.74342  -1.44730  -0.450
C  0.72978  3.41887  -4.08136  0.345
C  -1.62770  -3.62174  3.32641  -0.317
C  -1.07973  -3.86378  4.61453  -0.278
C  3.38258  4.60945  -1.83906  0.028
C  -0.64266  3.26003  -2.14536  -0.227
C  -0.66768  -3.91599  -1.82093  -0.253
C  -0.11225  4.02556  -3.17433  -0.279
C  -0.95185  1.08295  -0.92361  -0.790
C  1.06760  2.08661  -3.98124  -0.290
C  2.95466  -4.54067  -0.42835  -0.258
C  -0.34712  1.89975  -2.00515  0.083
C  -4.68171  -0.35630  0.55536  -0.270
C  3.33599  -3.66900  -1.43986  -0.254
C  -0.43782  -2.86843  -0.88289  -0.271
C  -3.40457  -0.88708  0.23586  -0.263
C  2.46437  5.65283  0.46080  -0.307
C  -1.25899  -2.92586  0.19704  -0.080
C  -1.27532  -1.88836  1.33619  0.062
C  -1.03544  -2.56696  2.69086  -0.102
C  0.52735  1.34027  -2.94212  -0.227
C  -0.07846  -2.98602  4.91531  -0.463
C  -2.68843  -1.27129  1.33210  -0.189
C  2.82116  -1.75393  -0.03533  -0.238
C  2.45123  -2.64550  0.97363  -0.245
C  -4.91671  -0.34510  1.89864  -0.457
C  3.26863  -2.29441  -1.24320  -0.205
C  2.48740  3.86575  -1.08982  -0.304
C  1.99151  4.38026  0.11029  -0.118
H  0.80062  0.29631  -2.83830  0.218
H  3.68104  -4.05973  -2.39202  0.188
H  -1.40415  -4.66030  5.27165  0.199
H  -5.79186  0.01315  2.41754  0.220
H  -3.45306  1.83471  1.16658  0.237
H  3.75716  4.20090  -2.77365  0.176
H  3.71764  7.29979  -0.07930  0.161
H  0.51596  -2.95274  5.81526  0.218
H  -2.52342  3.30648  1.47504  0.247
H  -5.38764  0.00659  -0.17974  0.210
H  3.56100  -1.62211  -2.04258  0.199
H  0.31185  -2.09662  -0.97367  0.263
H  -3.01671  -0.98767  -0.76805  0.240
H  -0.94644  0.02465  -1.20177  0.200
H  2.17682  2.88995  -1.43737  0.245
H  -1.28116  3.73066  -1.40733  0.216
H  -0.32475  5.08353  -3.26117  0.213
H  -2.05962  -5.61162  -1.96181  0.215
H  -0.09529  -4.03884  -2.72989  0.214
H  1.75121  1.64833  -4.69766  0.210
H  2.18816  -4.68323  1.57437  0.199
H  -3.11289  2.33291  2.85493  0.212
H  2.08460  -2.25129  1.91167  0.226
H  -1.98705  1.38902  -0.76680  0.196
H  2.98627  -5.61295  -0.58537  0.190
H  2.12676  6.11711  1.37967  0.207
H  -2.42907  -4.20591  2.89683  0.218

The value obtained for the HOMO energy (alpha / beta) is -1.4435 / -1.2424 eV. Its charge is -2. The total energy is -6487.2908 hartree. As for the expectation value of S²: 0.784. The calculation puts the maximum force at 0.14 eV/Å. The calculation puts the energy above the lowest of the compared OMol25 structures with the same formula, charge and spin at 0.0 kcal/mol. The calculation puts the LUMO energy (alpha / beta) at 3.9 / 3.9 eV. Its spin multiplicity is 2.

---

# 4
Entry from OMol25: a 10-piece molecular cluster, C27H49Cl18F3INO9P2 overall at a distorted geometry (ωB97M-V with the def2-TZVPD basis set).

Last column: Löwdin charge in e.
CARTESIAN COORDINATES (ANGSTROEM)
I  -2.76916  6.28851  -1.23515  0.717
Cl  -5.81516  8.11645  -2.74202  0.474
Cl  -0.17030  -7.22986  3.24141  0.589
Cl  3.78869  -2.20448  -3.89217  0.514
Cl  -2.37794  -6.30613  -4.73480  0.519
Cl  -1.76332  8.84165  -4.31922  0.479
Cl  -0.13609  -5.74875  -2.95636  0.518
Cl  7.86394  -7.74192  -5.34066  0.496
Cl  -2.78860  -7.84638  -0.29844  0.538
Cl  -2.04046  -5.18713  0.63327  0.577
Cl  -6.58464  5.38069  -2.09171  0.473
Cl  0.53590  7.43431  -3.20908  0.480
Cl  2.97126  4.59422  -7.93246  0.504
Cl  -6.10741  -6.53575  -7.00416  0.492
Cl  1.74482  -5.03190  3.26872  0.520
Cl  4.41138  -4.86815  -2.88395  0.520
Cl  5.21511  -8.92032  -5.03329  0.493
Cl  -7.37918  -7.53508  -4.57859  0.494
Cl  2.20178  1.85846  -7.28214  0.517
P  0.33295  -1.68711  2.30000  0.929
P  0.97252  -2.17484  0.27401  0.538
F  -2.53077  2.68188  4.53534  0.089
F  -3.40750  0.57894  3.50247  0.043
F  -3.28824  2.54252  2.29967  0.033
O  -0.10366  -1.57128  -0.72183  -0.434
O  1.15590  0.69894  1.50031  -0.208
O  1.76037  3.50402  -3.56765  -0.065
O  0.38160  2.09113  4.47270  -0.121
O  0.82550  -3.93883  0.12244  -0.327
O  2.62374  -1.75984  -0.09582  -0.232
O  2.71674  -1.11891  4.56613  -0.235
O  2.79452  1.79159  -2.23238  -0.100
O  3.50659  0.21620  2.73965  -0.111
N  -1.14231  1.46216  2.80299  0.094
C  2.41533  -0.26147  3.40149  -0.438
C  -0.58985  4.03760  2.22410  -0.131
C  1.78796  2.18426  -3.23101  -0.263
C  -1.23097  1.42909  7.12527  -0.152
C  0.70688  1.18524  -3.96700  -0.018
C  -6.04449  -7.74714  -5.71817  -1.039
C  -6.77654  7.08753  -1.67333  -1.039
C  4.12333  -3.17764  -2.45476  -1.035
C  -1.53972  -6.87661  0.49216  -1.035
C  -1.30336  4.87822  -0.31581  -0.610
C  -2.50207  1.78720  3.35853  -0.138
C  -1.54483  4.99626  1.30095  -0.311
C  -0.55738  2.46562  1.84138  -0.143
C  -0.11045  0.90030  3.82057  -0.279
C  1.54135  -6.78781  3.24910  -0.978
C  -1.52369  0.17481  6.17377  -0.244
C  1.31439  2.53755  -0.19581  -0.043
C  0.93576  0.10751  2.81293  -0.399
C  -1.85578  -5.47747  -3.26311  -1.028
C  6.12600  -7.42493  -5.27677  -1.041
C  2.16157  1.32475  -0.97611  -0.144
C  1.46230  2.03912  5.39403  -0.227
C  2.88940  2.75427  4.89381  -0.064
C  2.00988  3.56531  -6.86377  -1.032
C  -0.51995  7.62021  -4.61466  -1.034
C  -0.70031  -0.17634  4.86405  -0.137
C  1.02096  2.13011  1.39974  -0.187
H  -0.22881  5.22704  -0.62475  0.067
H  0.08202  7.92590  -5.47384  0.029
H  0.95629  3.83887  -6.95967  0.032
H  -1.34355  0.61133  2.18884  0.188
H  3.71993  2.34791  5.61105  0.101
H  -2.15710  1.56645  7.86596  0.100
H  0.51383  4.48264  2.12737  0.143
H  3.01762  0.87020  -0.32036  0.148
H  1.10733  0.75201  -4.98966  0.060
H  3.26521  -3.12303  -1.78048  -0.011
H  -0.16894  -4.08261  0.28953  -0.053
H  2.02189  3.48396  -0.19065  0.147
H  0.31953  0.30337  -3.28543  0.086
H  5.01076  -2.78117  -1.95536  0.036
H  1.67814  0.93891  5.80467  0.144
H  -1.60742  3.82023  -0.72553  0.049
H  -0.62226  -6.92754  -0.09917  0.025
H  -2.68884  0.21911  5.90634  0.112
H  -1.17041  2.33847  0.82411  0.170
H  -2.43252  -5.85826  -2.41673  -0.020
H  -6.11175  -8.74271  -6.16359  0.029
H  -0.29988  1.21739  7.82753  0.094
H  2.01695  -7.19105  2.35177  0.036
H  3.22541  -2.33193  0.48410  0.115
H  5.91892  -6.74332  -4.44821  -0.022
H  2.01404  -7.21071  4.13894  0.032
H  -1.00402  6.66338  -4.82504  0.027
H  -0.25002  1.83052  -4.23113  0.105
H  -1.26613  6.11971  1.59401  0.123
H  1.16255  2.65707  6.37153  0.128
H  5.81303  -6.96698  -6.21827  0.032
H  0.33220  2.67543  -0.81815  0.105
H  -1.35708  -7.27824  1.49187  -0.104
H  1.33550  0.53234  -1.29478  0.108
H  1.80802  2.73302  2.02038  0.151
H  2.33832  3.71800  -5.83284  0.001
H  -2.69436  4.89551  1.49290  0.089
H  2.74595  3.93044  5.03928  0.087
H  -7.83013  7.36110  -1.76923  0.029
H  -1.46322  -0.79076  6.88217  0.142
H  -1.04877  2.47005  6.62255  0.066
H  -0.89541  4.25771  3.35705  0.137
H  0.18893  -0.91800  5.15740  0.145
H  -6.44810  7.24022  -0.64240  0.025
H  -1.11965  -1.69075  2.25006  -0.050
H  -1.46102  -0.87511  4.25632  0.109
H  -5.09843  -7.64659  -5.18070  -0.008
H  -2.03201  -4.40506  -3.37703  0.036
H  3.11320  2.58497  3.75849  0.062

The value obtained for the HOMO energy is -8.3126 eV. Its charge is 0. The total energy is -11353.0684 hartree. The calculation puts the maximum force at 8.61 eV/Å. The calculation puts the LUMO energy at -0.8 eV.